ORCA calculation (ωB97M-V/def2-TZVPD) on a cluster of 14 separate species, C40H78F18N4O36P4 in total.

Last column: Mulliken charge in e.
Cartesian coordinates (Å):
C  -13.6192  -24.0161  -34.8003  -0.69
N  -13.2144  -22.5566  -34.8260  0.81
O  -13.6871  -21.8150  -35.6859  -0.49
O  -12.5820  -22.1407  -33.8572  -0.49
H  -14.6944  -24.0170  -34.6212  0.28
H  -13.1941  -24.5846  -33.9731  0.31
H  -13.3913  -24.5120  -35.7439  0.27
C  -19.3133  -23.7143  -21.9137  -0.72
N  -18.8126  -23.2977  -23.2206  0.89
O  -18.8273  -22.1482  -23.5082  -0.53
O  -18.3090  -24.1435  -23.9260  -0.53
H  -19.4097  -22.8152  -21.3051  0.32
H  -18.6303  -24.4482  -21.4861  0.28
H  -20.3255  -24.1130  -21.9820  0.28
C  -18.7648  -28.7863  -37.1294  -0.68
N  -18.3265  -28.8256  -35.7159  0.76
O  -18.1440  -29.9699  -35.1777  -0.49
O  -18.2248  -27.8126  -35.0262  -0.48
H  -17.8933  -28.9176  -37.7708  0.28
H  -19.1513  -27.8264  -37.4717  0.31
H  -19.3780  -29.6828  -37.2209  0.29
C  -22.8370  -14.1281  -33.5067  -0.69
N  -21.8309  -13.8633  -32.4511  0.76
O  -22.2173  -13.3360  -31.3599  -0.48
O  -20.6329  -14.0649  -32.7017  -0.47
H  -22.7444  -15.1911  -33.7295  0.29
H  -22.5291  -13.5446  -34.3743  0.28
H  -23.8565  -14.1591  -33.1223  0.31
C  -16.4525  -18.6712  -32.1164  -0.69
O  -16.9557  -19.9603  -31.8042  -0.23
P  -18.5860  -20.1616  -31.6142  0.94
O  -19.3063  -19.5975  -32.7916  -0.68
O  -18.6603  -21.7922  -31.3392  -0.34
C  -18.0408  -22.4739  -30.2592  -0.58
O  -19.0910  -19.4548  -30.2689  -0.18
C  -20.4653  -19.5280  -29.9742  -0.74
H  -17.0742  -17.7836  -31.9990  0.31
H  -16.2286  -18.6461  -33.1829  0.27
H  -15.5290  -18.5909  -31.5430  0.27
H  -17.3422  -21.7403  -29.8569  0.29
H  -17.4242  -23.2763  -30.6643  0.25
H  -18.7617  -22.8328  -29.5246  0.25
H  -20.6122  -20.5147  -29.5347  0.30
H  -21.2242  -19.3446  -30.7347  0.30
H  -20.6050  -18.8535  -29.1294  0.25
C  -25.8141  -19.1196  -38.4794  -0.69
O  -24.5306  -19.5600  -38.7545  -0.25
P  -24.0807  -20.1092  -40.2101  0.99
O  -24.9719  -21.1547  -40.8497  -0.68
O  -23.8757  -18.7627  -41.0481  -0.20
C  -24.8246  -18.4869  -42.0079  -0.64
O  -22.5467  -20.6485  -39.9085  -0.35
C  -22.3577  -21.4794  -38.7027  -0.68
H  -26.4695  -18.9745  -39.3382  0.25
H  -25.8129  -18.0906  -38.1198  0.28
H  -26.3078  -19.6685  -37.6775  0.29
H  -25.8307  -18.5204  -41.5900  0.26
H  -24.9366  -19.1157  -42.8912  0.28
H  -24.6473  -17.4536  -42.3065  0.26
H  -21.4080  -21.3944  -38.1744  0.30
H  -22.5319  -22.5145  -38.9964  0.29
H  -23.0749  -21.4088  -37.8849  0.28
C  -14.3195  -17.5714  -26.5118  -0.75
O  -13.8653  -16.7106  -25.3300  -0.33
P  -14.5849  -15.3157  -24.9507  1.08
O  -13.7196  -14.5016  -24.1095  -0.67
O  -15.2115  -14.7149  -26.3276  -0.28
C  -14.3085  -14.1295  -27.2550  -0.68
O  -15.9001  -15.9110  -24.1502  -0.35
C  -15.6222  -16.6848  -22.9862  -0.74
H  -13.5946  -17.6230  -27.3242  0.30
H  -15.2874  -17.3481  -26.9606  0.35
H  -14.3940  -18.5991  -26.1563  0.32
H  -13.3585  -14.6626  -27.2917  0.33
H  -14.2890  -13.0685  -27.0060  0.27
H  -14.6664  -14.2021  -28.2820  0.26
H  -16.3301  -16.4995  -22.1783  0.29
H  -14.6971  -16.4854  -22.4454  0.33
H  -15.6856  -17.7626  -23.1359  0.26
C  -14.8467  -12.3631  -35.4398  -0.76
O  -13.7112  -11.9830  -34.7133  -0.24
P  -12.4657  -11.3846  -35.4888  1.04
O  -12.8158  -10.3268  -36.4757  -0.70
O  -11.5894  -10.7697  -34.2437  -0.32
C  -12.2624  -10.2132  -33.1807  -0.57
O  -11.6229  -12.6100  -36.1025  -0.29
C  -10.9744  -13.5208  -35.2189  -0.69
H  -15.6160  -11.7041  -35.0371  0.27
H  -15.2036  -13.3707  -35.2268  0.26
H  -14.7624  -12.2334  -36.5188  0.35
H  -12.1030  -9.1422  -33.3056  0.23
H  -11.6446  -10.3851  -32.2993  0.24
H  -13.3206  -10.4619  -33.0990  0.29
H  -10.9214  -13.3416  -34.1450  0.30
H  -9.9282  -13.5444  -35.5237  0.29
H  -11.3185  -14.5536  -35.2740  0.30
C  -12.6238  -30.4660  -23.3506  -1.10
C  -11.7270  -29.2737  -23.6246  -0.23
O  -12.1996  -28.4039  -24.7847  -0.20
C  -11.5938  -27.2031  -25.1380  0.37
O  -10.6080  -26.7705  -24.4934  -0.55
C  -12.1838  -26.5953  -26.4708  0.82
F  -11.3103  -26.1712  -27.3501  -0.24
F  -13.1150  -27.3816  -27.0803  -0.21
F  -12.6636  -25.4056  -26.1285  -0.25
H  -12.0833  -31.2998  -22.9027  0.36
H  -12.9952  -30.9018  -24.2781  0.32
H  -13.4679  -30.1976  -22.7152  0.28
H  -10.7675  -29.6722  -23.9542  0.28
H  -11.4466  -28.7706  -22.6992  0.34
C  -18.3702  -30.0764  -25.1735  -1.09
C  -19.5204  -30.1477  -24.2017  -0.25
O  -19.2988  -31.1809  -23.2329  -0.27
C  -19.6937  -32.4536  -23.4590  0.37
O  -20.1833  -32.8721  -24.5470  -0.56
C  -19.4659  -33.3783  -22.3050  0.90
F  -20.6551  -33.7646  -21.9247  -0.25
F  -18.8127  -34.4198  -22.7317  -0.23
F  -18.8914  -32.7642  -21.2911  -0.24
H  -18.0470  -31.0162  -25.6210  0.32
H  -17.5432  -29.6366  -24.6161  0.28
H  -18.6139  -29.5009  -26.0665  0.36
H  -20.3084  -30.5924  -24.8096  0.29
H  -19.8540  -29.1750  -23.8403  0.37
C  -23.6597  -28.4424  -30.3689  -1.06
C  -24.7624  -28.4499  -29.3680  -0.22
O  -25.5879  -27.3579  -29.6674  -0.30
C  -25.3368  -26.1103  -29.0946  0.32
O  -24.4034  -25.9353  -28.3394  -0.50
C  -26.3440  -25.0098  -29.5084  0.87
F  -27.5345  -25.3322  -28.8006  -0.26
F  -25.9707  -23.8419  -28.9736  -0.21
F  -26.5489  -24.9189  -30.8412  -0.21
H  -24.0594  -28.5810  -31.3735  0.28
H  -22.9805  -29.2746  -30.1835  0.37
H  -23.0535  -27.5381  -30.3153  0.30
H  -24.3902  -28.5746  -28.3511  0.32
H  -25.3457  -29.3672  -29.4484  0.31
C  -29.1216  -21.7219  -20.0463  -1.06
C  -28.3332  -22.8597  -20.8280  -0.26
O  -27.0252  -22.4581  -21.0856  -0.28
C  -26.8706  -21.7201  -22.1744  0.35
O  -27.6272  -21.5658  -23.0964  -0.51
C  -25.3812  -21.1214  -22.3224  0.85
F  -24.5377  -21.5160  -21.3635  -0.24
F  -24.9227  -21.5906  -23.5403  -0.25
F  -25.4802  -19.8383  -22.3314  -0.23
H  -28.7165  -21.4745  -19.0651  0.30
H  -30.0702  -22.1489  -19.7207  0.37
H  -29.2831  -20.8383  -20.6637  0.32
H  -28.9140  -23.2043  -21.6836  0.33
H  -28.2046  -23.7460  -20.2068  0.30
C  -19.7833  -14.7012  -38.9536  -1.05
C  -20.2160  -13.6777  -40.0810  -0.28
O  -19.6523  -12.3620  -40.0899  -0.21
C  -19.8613  -11.4497  -41.0859  0.36
O  -20.5486  -11.7282  -42.1120  -0.56
C  -19.0211  -10.1412  -40.9932  0.88
F  -19.8350  -9.1249  -40.8441  -0.25
F  -18.1915  -10.1295  -39.9890  -0.22
F  -18.4549  -10.0308  -42.1906  -0.23
H  -18.7376  -14.9714  -39.1008  0.29
H  -20.3352  -15.6412  -38.9552  0.33
H  -19.8310  -14.2606  -37.9578  0.29
H  -21.2909  -13.7868  -40.2250  0.34
H  -19.9133  -14.1132  -41.0333  0.30
C  -27.3814  -16.0441  -27.2734  -1.12
C  -26.7971  -15.0752  -26.1791  -0.22
O  -27.5327  -15.1820  -24.8686  -0.27
C  -27.4760  -14.1504  -23.9568  0.33
O  -26.9693  -13.0522  -24.1286  -0.52
C  -28.3997  -14.3537  -22.7183  0.92
F  -27.5880  -14.8660  -21.7908  -0.26
F  -28.7879  -13.1973  -22.3466  -0.22
F  -29.4204  -15.1667  -22.8995  -0.23
H  -26.7456  -16.0902  -28.1576  0.34
H  -28.4112  -15.7448  -27.4688  0.32
H  -27.6116  -17.0245  -26.8563  0.32
H  -26.7747  -14.0525  -26.5554  0.33
H  -25.7904  -15.4392  -25.9736  0.28

As for the HOMO energy: -10.30 eV. The calculation puts the largest force on an atom at 0.1169 Eh/bohr. As for the total energy: -7661.35407 Ha. For the energy relative to the best compared isomer or geometry (same formula, charge and spin), the calculation gives 49.8 kcal per mole. The HOMO-LUMO gap comes out at 9.9 eV.